P | CHCl2NO | ωB97M-V/def2-TZVPD

Last column: Mulliken charge in e.
Atoms and positions in Å:
1 Cl -0.590 -1.698 -0.156  -0.13
2 C -0.395 -0.050 0.072  0.72
3 Cl -1.864 0.879 -0.431  -0.17
4 N 0.934 0.525 -0.168  -0.42
5 O 0.235 0.443 1.113  -0.24
6 H 1.681 -0.099 -0.430  0.25

## Properties
SMILES: ClC1(Cl)NO1
HOMO-LUMO gap (eV): 11.28
2S+1: 1



Q | CHCl2NO | ωB97M-V/def2-TZVPD

Last column: Mulliken charge in e.
Atoms and positions in Å:
1 C 0.119 -0.475 0.050  0.33
2 N -0.958 0.314 -0.214  -0.12
3 O -0.517 -0.113 1.154  -0.24
4 Cl -0.019 -2.065 -0.511  -0.10
5 Cl -0.841 1.929 -0.478  0.00
6 H 2.216 0.411 -0.001  0.13

## Properties
HOMO-LUMO gap (spin up / spin down) (eV): 9.15 / 9.28
2S+1: 1



The structure with the most favorable energy is P; the runner-up is 4.925 eV above it.



P | C5H11NO2 | ωB97M-V/def2-TZVPD

Last column: Mulliken charge in e.
Atoms and positions in Å:
1 C -0.867 -0.487 -0.358  -0.31
2 C 2.417 0.007 -0.011  -0.89
3 C -1.535 0.809 1.029  -1.47
4 C -1.232 -0.542 -1.776  -1.29
5 N 1.214 0.065 0.811  -0.06
6 C 0.002 0.621 0.085  1.32
7 O 1.051 -1.215 1.436  -0.47
8 O 0.178 1.685 -0.574  -0.72
9 H 0.974 -0.982 2.372  0.35
10 H -0.969 -1.396 0.231  0.49
11 H 2.546 0.985 -0.475  0.35
12 H 3.276 -0.190 0.634  0.28
13 H 2.355 -0.771 -0.779  0.29
14 H -0.649 0.186 -2.363  0.33
15 H -1.121 1.485 1.780  0.44
16 H -2.039 0.046 1.624  0.34
17 H -2.236 1.401 0.439  0.37
18 H -2.263 -0.176 -1.889  0.31
19 H -1.101 -1.531 -2.215  0.34

## Properties
HOMO-LUMO gap (eV): 8.44
2S+1: 1



Q | C5H11NO2 | ωB97M-V/def2-TZVPD

Last column: Mulliken charge in e.
Atoms and positions in Å:
1 C 1.444 0.893 -0.968  -0.56
2 C 0.070 0.502 -1.571  -0.37
3 C 1.316 0.855 0.543  0.03
4 C -1.949 -1.604 0.737  -1.28
5 C -0.513 -1.098 0.849  -0.28
6 N -0.478 0.339 0.674  -0.29
7 O -0.903 0.761 -0.591  -0.32
8 O 1.427 2.027 1.216  -0.52
9 H 2.212 0.203 -1.313  0.27
10 H 1.713 1.904 -1.278  0.29
11 H -0.200 1.109 -2.436  0.37
12 H 0.070 -0.556 -1.868  0.24
13 H 1.864 0.078 1.065  0.38
14 H -2.347 -1.387 -0.252  0.28
15 H -1.979 -2.678 0.902  0.40
16 H -2.573 -1.110 1.475  0.32
17 H -0.132 -1.273 1.856  0.40
18 H 0.127 -1.643 0.138  0.31
19 H 0.830 2.678 0.824  0.34

## Properties
HOMO-LUMO gap (eV): 9.70
2S+1: 1



R | C5H11NO2 | ωB97M-V/def2-TZVPD

Last column: Mulliken charge in e.
Atoms and positions in Å:
1 C 0.777 -2.248 0.223  -1.28
2 C 1.217 -0.795 0.362  0.35
3 O 2.120 -0.729 1.470  -0.57
4 C 0.041 0.148 0.588  -0.60
5 C -0.927 0.152 -0.607  -0.56
6 N -1.746 1.361 -0.716  -0.13
7 C -1.249 2.618 -0.735  0.06
8 O -1.936 3.621 -0.735  -0.58
9 H -0.281 -2.418 0.034  0.30
10 H 0.988 -2.783 1.151  0.39
11 H 1.263 -2.783 -0.591  0.27
12 H 1.739 -0.507 -0.555  0.32
13 H 2.856 -0.124 1.258  0.34
14 H -0.463 -0.068 1.528  0.20
15 H 0.453 1.153 0.716  0.32
16 H -1.628 -0.652 -0.464  0.38
17 H -0.335 0.075 -1.517  0.25
18 H -2.742 1.292 -0.599  0.25
19 H -0.147 2.685 -0.811  0.30

## Properties
SMILES: C[C@H](O)CCNC=O
HOMO-LUMO gap (eV): 10.39
2S+1: 1



S | C5H11NO2 | ωB97M-V/def2-TZVPD

Last column: Mulliken charge in e.
Atoms and positions in Å:
1 C 1.486 -2.468 -0.260  -0.72
2 N -0.003 -2.234 -0.354  -0.20
3 C -0.613 -1.021 -0.275  0.54
4 O -1.760 -0.836 -0.655  -0.63
5 C -0.035 0.031 0.795  -0.90
6 C 0.932 1.211 0.563  -0.30
7 C 0.401 2.318 -0.251  -0.44
8 O -0.784 2.865 0.314  -0.54
9 H 1.822 -2.014 0.653  0.22
10 H 1.878 -3.530 -0.216  0.29
11 H 1.805 -1.773 -1.067  0.29
12 H -0.411 -2.972 -0.797  0.24
13 H -1.091 0.388 1.145  0.27
14 H 0.434 -0.630 1.485  0.45
15 H 1.785 0.756 0.031  0.25
16 H 1.371 1.597 1.575  0.28
17 H 0.133 1.886 -1.246  0.26
18 H 1.166 3.135 -0.199  0.29
19 H -1.547 2.142 0.412  0.34

## Properties
SMILES: CNC(=O)CCCO
HOMO-LUMO gap (eV): 10.32
2S+1: 1



The structure with the most favorable energy is R; the runner-up is 1.384 eV above it.



P | C5H11NO2 | ωB97M-V/def2-TZVPD

Last column: Mulliken charge in e.
Atoms and positions in Å:
1 C 2.128 -0.430 0.515  -1.65
2 C 0.848 -0.506 -0.223  0.30
3 C 0.135 -1.875 0.180  -1.13
4 C -0.021 0.749 0.012  -1.30
5 C -2.236 1.670 -0.673  0.68
6 H 2.972 -1.398 0.271  0.23
7 H 1.881 -0.547 1.707  0.24
8 H 2.546 0.286 0.248  0.78
9 H 0.979 -0.576 -1.215  0.41
10 H -0.759 -1.942 -0.376  0.42
11 H -0.176 -1.980 1.287  0.27
12 H 0.769 -2.908 -0.417  0.26
13 H 0.412 1.626 -0.015  0.71
14 H -0.333 0.704 1.082  0.35
15 H -1.045 0.193 -1.902  0.32
16 H -1.438 2.129 1.326  0.42
17 N -1.351 0.650 -0.757  -0.20
18 O -2.252 2.328 0.525  -0.53
19 O -3.058 1.827 -1.574  -0.60

## Properties
HOMO-LUMO gap (eV): 10.23
2S+1: 1



Q | C5H11NO2 | ωB97M-V/def2-TZVPD

Last column: Mulliken charge in e.
Atoms and positions in Å:
1 N -1.308 1.855 -0.464  -0.49
2 C -0.307 0.234 2.173  -0.49
3 C 0.183 -0.956 1.809  -0.20
4 C 1.020 1.944 -0.506  -0.22
5 C -0.167 1.266 -0.754  0.24
6 C -0.117 -0.038 -1.513  -0.53
7 O 1.075 -0.737 -1.376  -0.57
8 H -2.049 1.297 -0.037  0.36
9 H -0.291 0.487 3.231  0.25
10 H -0.348 1.185 1.601  0.23
11 H -0.080 -1.424 0.815  0.20
12 H 0.896 -1.412 2.478  0.26
13 H 2.003 1.609 -0.731  0.34
14 H 0.886 3.028 -0.412  0.32
15 H -0.191 0.198 -2.585  0.33
16 H -1.025 -0.490 -1.106  0.35
17 H -0.642 -3.643 -0.698  0.15
18 H 0.753 -1.650 -1.135  0.37
19 O -0.294 -2.753 -0.791  -0.91

## Properties
HOMO-LUMO gap (eV): 3.27
2S+1: 1



R | C5H11NO2 | ωB97M-V/def2-TZVPD

Last column: Mulliken charge in e.
Atoms and positions in Å:
1 O 1.336 2.833 -1.379  -0.49
2 C 0.661 1.895 -1.693  0.07
3 C 1.256 0.494 -1.943  -0.57
4 N 0.307 -0.455 -1.357  -0.40
5 C 0.443 -0.598 0.113  -0.59
6 C -0.684 0.090 0.891  -0.50
7 C -1.560 -0.890 1.678  -0.55
8 O -0.882 -1.340 2.857  -0.50
9 H -0.442 1.870 -1.803  0.36
10 H 2.235 0.478 -1.476  0.30
11 H 1.139 0.407 -3.025  0.40
12 H 0.428 -1.379 -1.745  0.24
13 H 1.432 -0.280 0.431  0.21
14 H 0.435 -1.674 0.317  0.54
15 H -0.263 0.779 1.633  0.30
16 H -1.285 0.633 0.184  0.27
17 H -2.511 -0.441 1.970  0.27
18 H -1.641 -1.805 1.089  0.35
19 H -0.404 -0.617 3.257  0.30

## Properties
SMILES: O=CCNCCCO
HOMO-LUMO gap (eV): 10.39
2S+1: 1



S | C5H11NO2 | ωB97M-V/def2-TZVPD

Last column: Mulliken charge in e.
Atoms and positions in Å:
1 C 0.022 0.172 0.305  1.10
2 C 0.326 -1.769 -1.320  -0.45
3 C -0.793 -0.351 -0.747  -1.03
4 C 1.238 0.991 -0.052  -1.64
5 C -1.420 1.394 0.911  -0.06
6 O 0.229 -0.691 1.369  -0.57
7 O 0.035 -2.882 -0.521  -0.53
8 N -1.264 2.567 1.389  -0.66
9 H 0.678 -0.213 2.082  0.33
10 H 0.245 -2.647 0.398  0.35
11 H -0.334 2.958 1.203  0.26
12 H -0.011 -1.958 -2.338  0.34
13 H 1.393 -1.533 -1.326  0.25
14 H -1.673 -0.910 -0.439  0.37
15 H -0.921 0.306 -1.600  0.41
16 H -2.417 0.946 1.078  0.35
17 H 1.135 1.448 -1.038  0.29
18 H 1.385 1.791 0.679  0.47
19 H 2.147 0.382 -0.031  0.42

## Properties
HOMO-LUMO gap (eV): 8.54
2S+1: 1



The structure with the most favorable energy is R; the runner-up is 2.031 eV above it.